Entry 1:
DFT (the ωB97M-V functional and the def2-TZVPD basis) results for Ca4H2N7O22 as an isolated structure at a distorted geometry.

E in Eh: -4749.50072
HOMO energy in eV: -11.2
Charge: +1
Max |F| in eV/Å: 2.85
2S+1: 1
HOMO-LUMO gap in Ha: 0.198

```
35
Ca4H2N7O22 the ωB97M-V functional and the def2-TZVPD basis
Ca -2.27 -1.33 -1.87
Ca 1.36 3.35 0.66
Ca 2.24 -1.78 -2.25
Ca -2.21 -0.20 2.09
N 4.47 -2.17 0.17
O 5.03 -3.22 -0.10
O 4.04 -1.43 -0.82
O 4.27 -1.76 1.31
N 0.58 1.61 3.21
O 0.58 2.21 4.26
O -0.29 0.68 2.99
O 1.39 1.90 2.29
N -0.16 0.85 -3.39
O -0.23 1.49 -4.40
O -1.21 0.50 -2.75
O 0.99 0.41 -3.03
N -4.30 0.98 -0.42
O -5.20 0.99 0.41
O -4.36 1.56 -1.49
O -3.25 0.22 -0.18
N -1.11 4.87 -0.92
O -0.33 3.84 -0.78
O -1.41 5.51 0.10
O -1.52 5.17 -2.02
N 1.11 -4.24 0.26
O 1.28 -3.30 -0.60
O 0.03 -4.22 0.91
O 1.96 -5.06 0.48
N 0.36 0.10 -0.05
O 1.33 -0.58 -0.36
O -0.75 -0.49 0.02
O 0.50 1.31 0.07
O -1.20 -2.27 2.18
H -1.42 -2.91 1.50
H -0.33 -2.56 2.51
```

Atom charges from the Löwdin analysis, given in e for atoms 1 to 4: 1.682 1.711 1.611 1.650


Entry 2:
DFT (the ωB97M-V functional and the def2-TZVPD basis) results for a 9-piece molecular cluster, C50H91N16O2 overall at a distorted geometry.

E in Eh: -2983.44165
HOMO energy in eV: -21.7
Charge: +7
Energy relative to the best compared isomer or geometry (same formula, charge and spin) in kJ/mol: 697.1
Max |F| in eV/Å: 6.66
2S+1: 1
HOMO-LUMO gap in Ha: 0.303

```
159
C50H91N16O2 the ωB97M-V functional and the def2-TZVPD basis
C 36.29 -3.78 39.86
C 35.54 -4.60 40.85
N 36.14 -5.94 40.93
C 35.78 -6.91 41.89
C 36.51 -8.06 41.71
N 37.14 -7.86 40.50
C 36.92 -6.61 40.03
C 38.05 -8.86 39.80
H 35.94 -2.75 39.87
H 36.21 -4.11 38.82
H 37.33 -3.68 40.18
H 34.49 -4.68 40.58
H 35.50 -4.20 41.87
H 35.04 -6.67 42.64
H 36.55 -8.93 42.35
H 37.27 -6.35 39.04
H 38.23 -9.73 40.43
H 39.05 -8.44 39.67
H 37.64 -9.27 38.88
C 36.54 -10.85 35.28
C 37.62 -9.78 35.16
N 38.85 -10.33 34.44
C 39.66 -11.34 34.95
C 40.47 -11.73 33.94
N 40.05 -11.11 32.77
C 39.10 -10.15 33.06
C 40.58 -11.25 31.48
H 36.98 -11.77 35.67
H 36.00 -11.08 34.36
H 35.87 -10.50 36.06
H 37.99 -9.60 36.17
H 37.35 -8.81 34.74
H 39.55 -11.64 35.98
H 41.28 -12.44 34.02
H 38.67 -9.41 32.41
H 40.73 -10.25 31.06
H 39.99 -11.87 30.80
H 41.54 -11.75 31.56
C 33.75 -8.55 32.27
C 33.18 -7.70 31.14
N 32.30 -6.59 31.73
C 32.59 -5.25 31.52
C 31.52 -4.43 31.99
N 30.78 -5.32 32.76
C 31.18 -6.61 32.49
C 29.79 -4.94 33.76
H 34.13 -9.46 31.80
H 32.83 -8.74 32.82
H 34.56 -8.15 32.89
H 32.43 -8.24 30.56
H 33.99 -7.33 30.52
H 33.44 -4.89 30.97
H 31.36 -3.36 31.92
H 30.64 -7.46 32.85
H 28.99 -5.65 33.94
H 29.40 -3.93 33.61
H 30.33 -5.08 34.70
C 34.34 -2.34 35.98
C 33.15 -1.44 35.82
N 33.54 -0.34 35.03
C 33.19 -0.15 33.69
C 33.97 0.97 33.25
N 34.59 1.59 34.34
C 34.37 0.71 35.42
C 35.44 2.80 34.33
H 34.58 -2.94 35.10
H 34.11 -3.02 36.79
H 35.25 -1.80 36.28
H 32.63 -1.16 36.73
H 32.44 -2.05 35.26
H 32.63 -0.79 33.03
H 34.10 1.49 32.31
H 34.90 0.79 36.36
H 36.00 2.90 33.40
H 36.14 2.55 35.13
H 34.86 3.70 34.57
C 40.84 -6.91 36.67
C 41.33 -5.98 35.58
N 40.40 -6.14 34.43
C 40.73 -6.25 33.09
C 39.61 -6.43 32.35
N 38.52 -6.26 33.15
C 38.99 -6.09 34.40
C 37.14 -6.15 32.66
H 40.55 -7.89 36.28
H 40.03 -6.53 37.28
H 41.58 -7.32 37.36
H 42.34 -6.21 35.24
H 41.29 -4.95 35.93
H 41.74 -6.19 32.73
H 39.47 -6.57 31.29
H 38.36 -5.90 35.26
H 36.76 -5.25 33.14
H 36.59 -7.09 32.79
H 36.98 -5.94 31.60
C 38.03 -2.24 36.63
C 38.09 -0.95 35.83
N 38.33 -1.25 34.46
C 37.59 -2.01 33.54
C 38.26 -1.88 32.33
N 39.53 -1.32 32.60
C 39.54 -0.98 33.90
C 40.55 -0.94 31.65
H 37.58 -3.03 36.02
H 37.39 -2.17 37.51
H 39.00 -2.59 36.96
H 38.79 -0.19 36.18
H 37.12 -0.47 35.71
H 36.56 -2.26 33.73
H 37.99 -2.23 31.34
H 40.35 -0.46 34.40
H 41.49 -1.10 32.17
H 40.53 0.11 31.36
H 40.50 -1.68 30.85
C 31.95 -12.99 35.31
C 31.06 -12.27 36.36
N 31.60 -11.11 36.84
C 32.88 -10.92 37.08
C 33.11 -9.78 37.75
N 31.86 -9.08 37.78
C 30.93 -9.90 37.16
C 31.57 -7.85 38.44
H 32.43 -12.34 34.58
H 31.43 -13.85 34.90
H 32.76 -13.54 35.78
H 30.82 -12.91 37.21
H 30.08 -12.06 35.94
H 33.71 -11.58 36.89
H 34.01 -9.26 38.03
H 29.87 -9.74 37.07
H 30.58 -7.43 38.31
H 32.31 -7.11 38.14
H 31.65 -8.05 39.50
C 26.47 0.47 35.30
C 27.67 0.49 36.29
N 27.91 -0.88 36.79
C 27.11 -1.49 37.75
C 27.82 -2.59 38.27
N 28.99 -2.65 37.53
C 29.06 -1.62 36.67
C 30.07 -3.54 37.86
H 25.57 0.15 35.82
H 26.63 -0.25 34.50
H 26.38 1.46 34.86
H 27.54 1.15 37.14
H 28.53 0.91 35.77
H 26.23 -1.08 38.21
H 27.58 -3.15 39.15
H 29.93 -1.38 36.08
H 30.79 -2.93 38.42
H 30.40 -3.82 36.86
H 29.94 -4.51 38.34
C 34.20 -6.84 35.58
C 35.32 -6.66 36.54
O 36.18 -5.78 36.34
O 35.43 -7.51 37.46
H 34.34 -6.22 34.69
H 33.21 -6.57 35.96
H 34.12 -7.89 35.29
```

Atom charges from the Löwdin analysis, given in e for atoms 1 to 4: -0.092 -0.169 -0.016 0.018


Entry 3:
DFT (the ωB97M-V functional and the def2-TZVPD basis) results for a 6-piece molecular cluster, C40H88N4O8 overall at a distorted geometry.

E in Eh: -2397.32345
HOMO energy in eV: -7.7
Charge: 0
Energy relative to the best compared isomer or geometry (same formula, charge and spin) in kJ/mol: 722.3
Max |F| in eV/Å: 4.28
2S+1: 1
HOMO-LUMO gap in Ha: 0.300

```
140
C40H88N4O8 the ωB97M-V functional and the def2-TZVPD basis
C 9.15 4.06 4.42
C 7.67 3.77 4.45
C 6.91 4.86 5.26
C 6.87 6.22 4.75
C 6.19 6.02 3.35
C 6.75 4.97 2.42
N 6.93 3.73 3.18
O 7.16 2.55 2.42
C 5.76 4.76 1.26
C 8.06 5.59 1.87
C 7.54 2.57 5.24
H 9.82 3.68 5.20
H 9.31 5.12 4.62
H 9.57 3.81 3.45
H 5.89 4.48 5.37
H 7.12 4.74 6.32
H 7.75 6.85 4.68
H 6.15 6.81 5.32
H 6.35 6.99 2.88
H 5.10 5.92 3.38
H 4.77 4.48 1.62
H 5.67 5.78 0.89
H 6.18 4.21 0.42
H 7.87 6.48 1.26
H 8.71 5.98 2.66
H 8.75 4.92 1.37
H 7.97 2.63 6.24
H 7.94 1.67 4.77
H 6.50 2.31 5.47
H 6.73 1.85 2.92
C 0.42 0.23 5.28
C 0.48 -1.23 4.73
C 0.71 -0.95 3.25
C 0.81 -2.30 2.41
C 1.91 -3.19 2.99
C 1.81 -3.39 4.50
N 1.58 -2.10 5.11
O 1.50 -2.25 6.47
C 0.75 -4.44 4.84
C 3.16 -3.93 4.85
C -1.01 -1.73 4.98
H -0.15 0.93 4.69
H 1.40 0.71 5.30
H 0.11 0.33 6.32
H 0.06 -0.25 2.74
H 1.72 -0.57 3.09
H 1.02 -2.06 1.37
H -0.20 -2.73 2.39
H 2.82 -2.66 2.69
H 1.86 -4.11 2.42
H 1.14 -5.46 4.89
H 0.19 -4.06 5.70
H 0.00 -4.46 4.04
H 3.26 -3.83 5.93
H 3.49 -4.93 4.59
H 3.92 -3.22 4.53
H -1.24 -2.74 4.66
H -1.64 -0.87 4.73
H -1.23 -1.82 6.04
H 0.71 -2.79 6.58
C -1.39 -0.27 -8.79
C -0.01 0.15 -8.24
C 0.85 0.07 -9.49
C 2.05 0.93 -9.47
C 1.54 2.34 -9.35
C 0.67 2.60 -8.06
N -0.31 1.56 -7.88
O -1.12 1.54 -6.65
C 1.54 2.78 -6.83
C -0.08 3.96 -8.23
C 0.45 -0.72 -7.12
H -2.08 -0.50 -7.98
H -1.46 -1.17 -9.39
H -2.03 0.53 -9.15
H 1.20 -0.96 -9.48
H 0.38 -0.04 -10.47
H 2.70 0.77 -10.33
H 2.68 0.65 -8.62
H 1.03 2.66 -10.26
H 2.36 3.04 -9.49
H 2.29 3.54 -7.06
H 0.96 3.24 -6.02
H 1.96 1.82 -6.53
H -0.53 4.16 -9.20
H -0.66 4.19 -7.34
H 0.77 4.63 -8.37
H 1.35 -0.39 -6.58
H 0.46 -1.76 -7.43
H -0.45 -0.82 -6.52
H -1.85 2.07 -6.96
C -10.16 -3.63 -1.35
C -9.52 -2.49 -2.31
C -9.22 -3.29 -3.68
C -10.44 -3.35 -4.66
C -10.98 -1.93 -4.94
C -11.45 -1.25 -3.65
N -10.39 -1.31 -2.58
O -10.55 -0.40 -1.54
C -11.86 0.21 -3.93
C -12.73 -1.90 -3.14
C -8.18 -2.04 -1.85
H -10.53 -4.52 -1.85
H -11.01 -3.16 -0.85
H -9.55 -4.04 -0.54
H -8.37 -2.97 -4.29
H -8.97 -4.35 -3.58
H -11.23 -4.06 -4.40
H -10.17 -3.84 -5.60
H -11.84 -2.13 -5.57
H -10.32 -1.35 -5.60
H -10.97 0.82 -4.05
H -12.26 0.32 -4.94
H -12.49 0.69 -3.18
H -12.73 -2.68 -2.38
H -13.05 -1.19 -2.38
H -13.38 -2.09 -3.99
H -8.36 -1.64 -0.85
H -7.80 -1.27 -2.51
H -7.39 -2.78 -1.99
H -10.46 0.43 -2.00
C 8.24 -1.10 -4.63
C 8.28 -2.56 -4.29
O 9.62 -3.04 -4.48
O 8.85 -0.26 -3.68
H 7.19 -0.82 -4.66
H 8.72 -0.93 -5.59
H 7.63 -3.04 -5.02
H 7.90 -2.88 -3.31
H 10.20 -2.53 -3.92
H 8.23 -0.17 -2.95
C -3.04 -2.83 13.60
C -2.26 -2.96 14.98
O -2.42 -4.31 15.46
O -3.76 -1.68 13.45
H -3.86 -3.53 13.70
H -2.25 -3.19 12.93
H -2.84 -2.36 15.68
H -1.20 -2.78 14.76
H -1.98 -4.40 16.31
H -4.67 -1.92 13.62
```

Atom charges from the Löwdin analysis, given in e for atoms 1 to 4: -0.029 -0.532 -0.181 -0.170


E_LUMO across the listed records, respectively: -5.807, -13.466, 0.444 eV.